11 unconnected molecules or ions with the total composition C15H39N9O24, computed with ωB97M-V/def2-TZVPD.

Last column: Mulliken charge in e.
Element x y z (Å)
O1 -2.7069 2.0030 -6.2854  -0.3685
C1 -2.2441 -2.8941 -0.2507  0.1311
H1 1.8392 -3.7467 -1.8431  0.2252
H2 -2.3519 3.8327 -2.0631  0.2996
H3 -3.9278 -1.0306 -3.5588  0.3560
C2 1.3538 4.4429 1.7837  -0.3631
O2 2.9071 -0.6254 0.7366  -0.4848
O3 0.5630 -1.8912 -1.5618  -0.2514
O4 -0.8337 2.2631 0.4161  -0.5859
H4 -2.2267 -2.2558 0.6327  0.0415
C3 2.4952 -2.8622 1.3529  -0.2556
C4 -1.2690 -1.5598 4.9574  -0.3446
H5 -0.9211 3.6261 -3.2041  0.0933
N1 -1.1784 -2.6213 3.8923  0.8797
O5 2.0653 -0.4371 5.4135  -0.5559
H6 0.5279 -0.2725 0.2188  -0.0494
C5 1.0937 -3.8471 -2.6319  -0.7966
O6 2.7671 1.8148 -4.4888  -0.5336
H7 -3.0194 -7.9990 -1.5876  0.2385
H8 1.7462 0.5428 -1.7336  0.0231
H9 3.3104 1.4464 -1.6064  0.3468
H10 -1.7208 -6.9466 -2.0965  0.2879
O7 -1.8343 0.5598 -0.4441  -0.5561
H11 -2.2903 -0.9475 -3.8996  0.2088
O8 1.2900 2.6747 -3.0557  -0.4505
H12 -2.2810 -1.3428 5.2993  0.3042
C6 -2.1545 -7.4419 -1.2277  -0.6207
O9 0.3174 -1.9976 -3.7190  -0.5339
H13 0.6804 3.1558 7.1001  0.3290
N2 -1.6104 5.5851 -2.9715  0.9252
H14 -0.7397 -0.5856 1.4699  -0.1596
H15 3.1651 1.6937 4.2121  0.2841
H16 -0.8803 -0.7496 4.3405  0.0128
O10 -2.1741 -2.8295 3.2022  -0.5337
N3 0.5397 -2.5106 -2.6282  0.9585
O11 -0.1690 1.6421 4.4494  -0.3803
N4 2.4530 -0.1010 4.2977  0.8145
H17 4.2926 0.4505 4.9391  0.3121
O12 -1.1354 1.1132 -4.9411  -0.5924
H18 -0.7326 4.3212 -1.5555  -0.0593
N5 2.2381 1.9195 -3.3691  0.8454
H19 1.9959 -3.5369 0.6576  0.0429
O13 -0.7726 -5.2608 -0.4539  -0.5310
H20 1.4370 -3.9834 -3.6574  0.3424
N6 -0.9469 1.0586 0.2408  1.1468
H21 -1.2241 -2.9942 -0.6216  -0.1150
H22 3.3641 -3.2811 1.8603  0.3559
C7 3.6310 0.7132 4.1137  -0.7682
N7 3.0673 -1.7967 0.4777  1.0198
H23 -1.4926 -8.0872 -0.6502  0.2681
O14 1.8464 -0.5548 3.3632  -0.2729
C8 -2.2910 1.2613 -5.3027  0.8488
H24 4.0109 0.3954 3.1427  0.2088
O15 -2.7458 -4.2575 0.1248  -0.3429
H25 -2.2371 3.9310 -6.8964  0.2482
H26 0.8242 4.1970 2.7042  0.0587
C9 -1.8789 2.9079 -7.0105  -0.6181
H27 -2.8012 -2.3666 -1.0250  0.2159
C10 -0.0683 0.1503 1.0275  0.0798
O16 3.1738 5.7358 1.1520  -0.5345
O17 2.1128 6.3414 2.9734  -0.5246
C11 -1.9234 -5.3094 -0.1656  0.7383
O18 3.8110 -2.1357 -0.3955  -0.6024
C12 0.2608 2.2541 6.6540  -0.8364
H28 0.8968 1.3774 6.7763  0.2825
H29 -1.9611 2.6865 -8.0746  0.2636
H30 -0.8381 2.7788 -6.7133  0.3196
H31 3.0903 0.0820 -2.7588  0.3304
O19 -3.3660 0.6571 -4.6902  -0.3699
H32 1.7162 -2.3811 1.9445  -0.0422
O20 -1.5070 5.7374 -4.1863  -0.5470
H33 0.4637 0.6474 1.8387  -0.0120
O21 -2.0504 6.4268 -2.2262  -0.5740
H34 -0.5467 -1.7799 5.7434  0.2324
H35 -0.5818 1.9250 7.2621  0.3159
O22 -0.0732 -3.1302 3.6015  -0.5295
N8 -0.2996 2.5327 5.2924  0.7557
O23 -0.9324 3.5703 5.1659  -0.4887
H36 0.2821 -4.5599 -2.4858  0.1962
C13 2.6140 0.9303 -2.2673  -0.5899
O24 -2.6511 -6.4198 -0.3787  -0.3479
C14 -3.1268 -0.2964 -3.6455  -0.4707
C15 -1.3931 4.2125 -2.4158  -0.1247
H37 -2.9277 0.2011 -2.6963  0.1751
H38 1.9393 3.5549 1.5458  0.1864
N9 2.2664 5.5914 2.0192  0.9058
H39 0.5891 4.6818 1.0445  0.2624

Computed properties:
Highest occupied orbital energy = -10.29 eV
SMILES = C[N+](=O)[O-].C[N+](=O)[O-].C[N+](=O)[O-].C[N+](=O)[O-].C[N+](=O)[O-].C[N+](=O)[O-].C[N+](=O)[O-].C[N+](=O)[O-].C[N+](=O)[O-].COC(=O)OC.COC(=O)OC
LUMO energy = -0.78 eV
Gap between HOMO and LUMO = 9.51 eV
Electronic energy = -78711.0700 eV
Total charge = 0

***

A molecular structure, CH12F3NaO9S, computed with ωB97M-V/def2-TZVPD.

Last column: Mulliken charge in e.
Element x y z (Å)
O1 -2.1052 -5.6311 0.7394  -0.6460
O2 0.6054 4.8379 -2.9244  -0.6762
F1 -2.6377 5.8513 -1.2306  -0.2257
H1 -0.4749 3.5806 3.6899  0.3457
H2 5.0167 -0.2670 2.8639  0.3178
H3 -2.2180 -6.4797 0.3113  0.3229
O3 0.4366 5.4045 -0.6036  -0.6935
O4 4.4988 -4.3748 -0.3345  -0.6466
O5 -0.8134 3.5510 -1.5115  -0.6469
O6 -3.5732 -0.8783 2.9407  -0.6472
O7 -0.4628 2.7400 4.1476  -0.6425
O8 4.1953 -0.5873 2.4913  -0.6341
H4 4.3670 -1.5064 2.2863  0.3159
H5 -0.8521 2.1234 3.5275  0.2963
Na1 0.3646 -1.7753 0.4446  0.9938
S1 -0.2726 4.8214 -1.7765  1.0916
H6 0.6437 -4.4615 -5.1656  0.3232
F2 -2.2536 5.6129 -3.3951  -0.2233
C1 -1.7328 6.0346 -2.2007  0.5763
H7 5.1337 -4.0724 -0.9839  0.3283
O9 0.3826 -4.1489 -4.2993  -0.6406
H8 4.4046 -5.3113 -0.5089  0.3209
H9 -4.4031 -0.5517 2.5932  0.3287
H10 -3.8251 -1.4509 3.6652  0.3206
F3 -1.3562 7.3106 -2.1847  -0.2015
H11 -0.3280 -4.7341 -4.0371  0.3178
H12 -2.7403 -5.6374 1.4556  0.3243

Computed properties:
Highest occupied orbital energy = -6.96 eV
LUMO energy = -2.96 eV
Gap between HOMO and LUMO = 4.01 eV
Electronic energy = -43061.2986 eV
Total charge = 0

***

> Among the records above, which one has the lowest gap between HOMO and LUMO?

CH12F3NaO9S